## i
Formula: C3H11N2S
Source: the Open Molecules 2025 dataset
Level of theory: the ωB97M-V functional and the def2-TZVPD basis

```
! RIJCOSX wB97M-V def2-TZVPD def2/J DEFGRID3
* xyz 1 1
C -2.103 -0.951 -1.591
S -0.814 -0.204 -0.478
C -1.606 -1.049 1.085
H -3.052 -1.186 -1.128
H -2.396 -0.183 -2.331
H -1.564 -1.774 -2.135
H -1.302 -0.452 1.918
H -1.187 -2.081 1.082
H -2.650 -0.950 0.961
N 2.149 0.082 0.831
C 2.548 1.324 0.455
N 1.913 2.055 -0.439
H 1.266 -0.465 0.438
H 2.550 -0.370 1.633
H 3.396 1.667 1.026
H 1.823 3.054 -0.529
H 1.029 1.481 -0.797
*
```

## Properties
HOMO-LUMO gap: 8.98 eV
E_LUMO: -3.715 eV
Highest occupied orbital energy: -0.467 Ha

***

## ii
Formula: C3H11N2S
Source: the Open Molecules 2025 dataset
Level of theory: the ωB97M-V functional and the def2-TZVPD basis

```
! RIJCOSX wB97M-V def2-TZVPD def2/J DEFGRID3
* xyz 1 1
C 2.283 1.584 0.487
N 1.210 0.605 0.350
C 0.767 -0.082 1.376
N -0.226 -0.931 1.356
H 1.927 2.583 0.239
H 3.053 1.353 -0.252
H 2.753 1.548 1.465
H 0.778 0.418 -0.542
H 1.282 0.143 2.304
H -0.800 -1.052 0.512
H -0.632 -1.325 2.186
C -1.955 -0.336 -1.563
S -2.610 -1.872 -0.851
H -1.980 0.462 -0.818
H -0.949 -0.471 -1.966
H -2.580 0.026 -2.379
H -2.321 -2.653 -1.906
*
```

## Properties
HOMO-LUMO gap: 9.58 eV
E_LUMO: -3.333 eV
Highest occupied orbital energy: -0.475 Ha

***

Stability check: which of them is most stable? ii.

***

## i
Formula: C42H58N5O2Ti
Source: the Open Molecules 2025 dataset
Level of theory: the ωB97M-V functional and the def2-TZVPD basis

```
! RIJCOSX wB97M-V def2-TZVPD def2/J DEFGRID3
* xyz 1 1
Ti -0.521 -1.777 0.017
C -0.685 5.041 2.282
C -1.983 4.329 2.081
C -2.815 4.665 3.289
C -2.719 4.714 0.840
C -1.615 2.862 2.006
C -1.016 2.345 0.908
C -0.733 1.017 0.817
N -0.213 0.320 -0.355
C 1.124 0.535 -0.901
C 1.567 1.818 -1.233
C 2.806 1.925 -1.890
C 3.501 0.703 -2.068
C 3.053 -0.594 -1.769
C 1.778 -0.663 -1.169
O 1.149 -1.792 -0.786
C 3.900 -1.856 -1.976
C 3.086 -3.021 -2.685
C 5.110 -1.578 -2.796
C 4.344 -2.375 -0.612
C 3.386 3.230 -2.324
C 3.506 4.153 -1.086
C 2.459 3.810 -3.390
C 4.762 3.040 -2.990
C -0.826 0.199 1.915
O -0.402 -1.104 1.775
C -1.349 0.677 3.096
C -1.752 2.004 3.134
C -1.341 -0.238 4.357
C -2.224 -1.466 4.015
C 0.062 -0.719 4.686
C -1.852 0.524 5.603
H -0.744 6.109 2.119
H 0.152 4.641 1.743
H -0.376 4.925 3.360
H -3.017 5.714 3.215
H -2.253 4.438 4.214
H -3.729 4.033 3.273
H -2.980 5.762 0.765
H -3.570 4.006 0.842
H -2.129 4.508 -0.066
H -0.764 2.998 0.052
H 0.937 2.656 -0.889
H 4.445 0.712 -2.561
H 2.499 -2.568 -3.529
H 2.425 -3.505 -1.972
H 3.823 -3.767 -3.002
H 4.813 -1.398 -3.872
H 5.717 -2.497 -2.790
H 5.713 -0.672 -2.546
H 3.466 -2.654 -0.026
H 4.924 -1.575 -0.143
H 4.937 -3.260 -0.772
H 2.507 4.482 -0.746
H 3.995 5.066 -1.379
H 4.090 3.707 -0.273
H 1.572 4.329 -2.902
H 2.006 3.063 -4.015
H 2.888 4.644 -4.023
H 5.498 2.726 -2.249
H 5.089 3.892 -3.555
H 4.743 2.314 -3.774
H -2.109 2.367 4.102
H -1.753 -1.950 3.204
H -3.209 -1.151 3.609
H -2.372 -2.116 4.934
H 0.616 -1.234 3.891
H -0.128 -1.498 5.433
H 0.714 0.041 5.241
H -2.897 0.825 5.461
H -1.273 1.439 5.852
H -1.673 -0.152 6.427
N -1.940 -4.644 -0.850
C -2.943 -3.783 -0.420
C -4.295 -4.147 -0.448
C -5.176 -3.202 -0.037
C -4.777 -1.994 0.557
C -3.437 -1.732 0.602
N -2.528 -2.653 0.114
C -0.675 -4.943 -0.283
C -0.159 -6.173 -0.427
C 1.157 -6.395 -0.026
C 1.826 -5.380 0.594
C 1.194 -4.160 0.752
N -0.055 -3.959 0.315
H -2.259 -5.360 -1.505
H -4.599 -5.142 -0.813
H -6.230 -3.412 -0.021
H -5.491 -1.211 0.902
H -3.039 -0.834 1.012
H -0.628 -6.982 -0.891
H 1.554 -7.330 -0.218
H 2.897 -5.484 0.951
H 1.667 -3.274 1.260
C -2.999 -0.932 -2.678
C -1.824 0.039 -2.298
C -0.745 0.068 -3.409
C -2.440 1.379 -2.014
N -1.241 -0.443 -1.094
H -3.386 -0.652 -3.665
H -3.824 -0.865 -1.931
H -2.572 -1.917 -2.678
H -1.279 0.461 -4.274
H -0.343 -0.901 -3.634
H 0.109 0.705 -3.110
H -2.991 1.735 -2.861
H -1.658 2.127 -1.879
H -3.012 1.268 -1.042
*
```

## Properties
HOMO-LUMO gap: 7.44 eV
E_LUMO: -2.938 eV
Highest occupied orbital energy: -0.381 Ha

***

## ii
Formula: C42H58N5O2Ti
Source: the Open Molecules 2025 dataset
Level of theory: the ωB97M-V functional and the def2-TZVPD basis

```
! RIJCOSX wB97M-V def2-TZVPD def2/J DEFGRID3
* xyz 1 1
Ti 1.573 1.008 -0.563
C -3.015 -2.141 4.465
C -2.408 -2.805 3.238
C -1.877 -4.182 3.613
C -3.507 -2.990 2.216
C -1.272 -1.921 2.687
C -1.117 -1.663 1.351
C -0.125 -0.787 0.918
N 0.157 -0.487 -0.509
C -0.925 -0.187 -1.450
C -1.899 -1.083 -1.851
C -2.935 -0.632 -2.650
C -2.963 0.702 -3.008
C -1.995 1.646 -2.645
C -0.924 1.153 -1.864
O 0.158 1.859 -1.439
C -2.121 3.150 -2.991
C -0.917 3.619 -3.827
C -3.425 3.412 -3.767
C -2.182 3.944 -1.690
C -4.002 -1.636 -3.139
C -4.631 -2.292 -1.932
C -3.306 -2.693 -3.986
C -5.094 -0.956 -3.956
C 0.694 -0.103 1.816
O 1.473 0.915 1.284
C 0.658 -0.466 3.162
C -0.329 -1.366 3.540
C 1.706 0.140 4.125
C 3.141 -0.257 3.696
C 1.604 1.680 4.180
C 1.442 -0.420 5.532
H -3.715 -2.855 4.927
H -3.531 -1.204 4.246
H -2.265 -1.946 5.227
H -2.685 -4.788 4.017
H -1.120 -4.115 4.393
H -1.452 -4.709 2.764
H -4.345 -3.499 2.696
H -3.199 -3.672 1.394
H -3.849 -2.060 1.798
H -1.720 -2.162 0.592
H -1.851 -2.114 -1.520
H -3.784 1.069 -3.605
H -0.890 3.148 -4.808
H 0.030 3.454 -3.323
H -0.969 4.687 -4.019
H -3.471 2.913 -4.718
H -3.492 4.484 -3.979
H -4.287 3.151 -3.153
H -1.323 3.723 -1.045
H -3.036 3.665 -1.088
H -2.221 5.007 -1.917
H -3.870 -2.732 -1.298
H -5.289 -3.112 -2.247
H -5.234 -1.584 -1.370
H -2.698 -3.367 -3.375
H -2.657 -2.291 -4.743
H -4.059 -3.312 -4.478
H -5.576 -0.182 -3.365
H -5.884 -1.698 -4.187
H -4.726 -0.517 -4.887
H -0.364 -1.593 4.583
H 3.384 0.128 2.712
H 3.263 -1.333 3.677
H 3.868 0.110 4.443
H 1.940 2.145 3.263
H 2.168 2.069 5.033
H 0.584 2.012 4.334
H 1.489 -1.494 5.481
H 0.479 -0.099 5.932
H 2.223 -0.073 6.231
N 4.016 2.283 1.050
C 4.543 1.441 0.095
C 5.844 0.990 0.229
C 6.404 0.320 -0.839
C 5.656 0.090 -2.006
C 4.332 0.433 -1.981
N 3.769 1.067 -0.922
C 3.107 3.288 0.799
C 3.173 4.425 1.617
C 2.277 5.437 1.390
C 1.384 5.317 0.336
C 1.358 4.173 -0.410
N 2.186 3.134 -0.149
H 4.665 2.473 1.798
H 6.410 1.208 1.143
H 7.430 -0.025 -0.799
H 6.117 -0.403 -2.839
H 3.654 0.172 -2.771
H 3.953 4.432 2.366
H 2.298 6.344 2.013
H 0.700 6.131 0.093
H 0.615 3.997 -1.167
C 2.227 -2.345 -2.727
C 1.903 -2.217 -1.220
C 0.821 -3.226 -0.839
C 3.176 -2.431 -0.371
N 1.439 -0.809 -0.974
H 2.410 -3.373 -3.012
H 3.106 -1.762 -3.021
H 1.391 -2.017 -3.341
H 1.212 -4.254 -0.926
H -0.011 -3.159 -1.551
H 0.464 -3.083 0.174
H 3.777 -3.276 -0.747
H 2.903 -2.647 0.656
H 3.792 -1.542 -0.326
*
```

## Properties
HOMO-LUMO gap: 7.76 eV
E_LUMO: -2.686 eV
Highest occupied orbital energy: -0.384 Ha

***

Stability check: which of them is most stable? ii.

***

## i
Formula: C25H25IN3O4STeW
Source: the Open Molecules 2025 dataset
Level of theory: the ωB97M-V functional and the def2-TZVPD basis

```
! RIJCOSX wB97M-V def2-TZVPD def2/J DEFGRID3
* xyz 1 3
W -1.208 -1.265 -0.111
C -2.416 1.963 1.227
C -2.925 0.669 0.670
C -2.849 -0.498 1.422
C -3.163 -1.759 0.816
C -3.395 -1.657 -0.599
C -4.060 -0.459 -1.109
C -3.788 0.703 -0.504
H -1.791 1.813 2.104
H -3.267 2.589 1.506
H -1.839 2.516 0.484
H -2.500 -0.455 2.446
H -3.336 -2.648 1.404
H -3.551 -2.585 -1.135
H -4.719 -0.528 -1.965
H -4.192 1.652 -0.832
C 5.047 3.448 -2.892
C 4.124 2.544 -2.126
C 2.741 2.687 -2.218
C 1.890 1.860 -1.506
C 2.431 0.884 -0.684
C 3.809 0.726 -0.562
C 4.642 1.554 -1.290
S 1.416 -0.251 0.167
O 0.069 0.411 0.424
O 2.124 -0.695 1.331
N 0.857 -1.359 -0.788
C 1.410 -2.657 -1.077
C 0.211 -3.480 -1.544
O 0.281 -4.406 -2.298
O -0.963 -3.022 -1.068
H 4.506 4.033 -3.632
H 5.819 2.873 -3.402
H 5.549 4.140 -2.214
H 2.326 3.457 -2.855
H 0.820 1.981 -1.578
H 4.216 -0.024 0.102
H 5.715 1.438 -1.203
H 1.850 -3.145 -0.198
H 2.152 -2.640 -1.874
I -1.244 2.621 -5.109
C -1.302 0.942 -3.931
C -1.315 -0.376 -4.330
N -1.338 -1.123 -3.214
N -1.337 -0.359 -2.113
C -1.324 0.897 -2.531
H -1.310 -0.824 -5.309
H -1.358 -2.129 -3.115
H -1.342 1.709 -1.824
Te -0.380 -2.839 2.064
C -0.265 -1.661 3.775
C 0.059 -0.304 3.728
C 0.139 0.421 4.905
C -0.106 -0.198 6.125
C -0.421 -1.549 6.174
C -0.494 -2.285 5.002
H 0.272 0.175 2.781
H 0.401 1.470 4.873
H -0.044 0.374 7.042
H -0.604 -2.031 7.124
H -0.729 -3.341 5.044
*
```

## Properties
HOMO-LUMO gap (alpha / beta): 7.65 / 5.53 eV
E_LUMO (alpha / beta): -3.100 / -5.094 eV
Highest occupied orbital energy (alpha / beta): -0.395 / -0.390 Ha

***

## ii
Formula: C25H25IN3O4STeW
Source: the Open Molecules 2025 dataset
Level of theory: the ωB97M-V functional and the def2-TZVPD basis

```
! RIJCOSX wB97M-V def2-TZVPD def2/J DEFGRID3
* xyz 1 3
W 0.172 0.183 -0.599
C -2.677 1.966 -0.812
C -1.286 1.943 -0.223
C -0.397 3.005 -0.562
C 0.596 3.436 0.287
C 0.710 2.887 1.575
C -0.116 1.857 1.941
C -1.056 1.295 1.031
H -3.255 1.091 -0.524
H -2.662 2.051 -1.898
H -3.184 2.849 -0.419
H -0.591 3.540 -1.486
H 1.242 4.249 -0.017
H 1.425 3.290 2.277
H -0.077 1.467 2.947
H -1.850 0.670 1.427
C -3.852 -1.190 5.063
C -2.690 -1.557 4.184
C -1.527 -0.785 4.174
C -0.461 -1.114 3.357
C -0.567 -2.217 2.520
C -1.693 -3.032 2.545
C -2.748 -2.690 3.375
S 0.767 -2.626 1.475
O 0.533 -3.917 0.901
O 1.996 -2.345 2.155
N 0.668 -1.529 0.205
C 1.939 -1.543 -0.586
C 2.550 -0.081 -0.815
O 3.376 0.126 -1.643
O 1.975 0.788 0.044
H -3.586 -0.408 5.771
H -4.203 -2.056 5.625
H -4.690 -0.834 4.461
H -1.453 0.068 4.839
H 0.469 -0.563 3.393
H -1.726 -3.927 1.938
H -3.626 -3.323 3.408
H 1.879 -2.091 -1.526
H 2.739 -1.971 0.029
I -4.379 -4.220 -1.150
C -3.261 -2.541 -1.488
C -3.397 -1.610 -2.500
N -2.452 -0.685 -2.311
N -1.696 -0.948 -1.228
C -2.183 -2.086 -0.730
H -4.085 -1.550 -3.327
H -2.198 0.113 -2.882
H -1.748 -2.537 0.140
Te 0.329 1.044 -3.148
C 0.846 -0.713 -4.172
C -0.070 -1.720 -4.455
C 0.317 -2.795 -5.244
C 1.608 -2.863 -5.746
C 2.521 -1.862 -5.457
C 2.147 -0.783 -4.666
H -1.080 -1.683 -4.075
H -0.396 -3.576 -5.473
H 1.903 -3.700 -6.366
H 3.529 -1.913 -5.848
H 2.866 -0.009 -4.434
*
```

## Properties
HOMO-LUMO gap (alpha / beta): 6.11 / 6.36 eV
E_LUMO (alpha / beta): -4.521 / -5.040 eV
Highest occupied orbital energy (alpha / beta): -0.391 / -0.419 Ha

***

Stability check: which of them is most stable? i.

***

## i
Formula: H8P4Si
Source: the Open Molecules 2025 dataset
Level of theory: the ωB97M-V functional and the def2-TZVPD basis

```
! RIJCOSX wB97M-V def2-TZVPD def2/J DEFGRID3
* xyz 0 1
Si 3.436 1.134 -0.205
P 3.711 -1.032 0.631
P -2.501 -0.860 -1.186
P -2.940 0.542 0.421
P 1.177 1.173 -0.042
H 4.543 -1.808 -0.232
H 2.561 -1.250 -0.116
H -2.927 -1.800 -0.221
H -1.198 -1.106 -0.832
H -4.329 0.706 0.324
H -2.996 1.753 -0.238
H 0.726 0.275 0.969
H 0.737 2.274 0.728
*
```

## Properties
HOMO-LUMO gap: 7.33 eV
SMILES: P[Si]#[PH2].[PH2]#[PH2]
E_LUMO: -1.020 eV
Highest occupied orbital energy: -0.307 Ha

***

## ii
Formula: H8P4Si
Source: the Open Molecules 2025 dataset
Level of theory: the ωB97M-V functional and the def2-TZVPD basis

```
! RIJCOSX wB97M-V def2-TZVPD def2/J DEFGRID3
* xyz 0 1
Si -0.244 0.641 -0.180
P -1.809 0.951 -1.713
P -1.040 0.858 2.029
P 1.534 -2.841 -0.311
P 1.294 2.269 -0.542
H -2.406 -0.340 -1.902
H -1.073 0.552 -2.879
H -1.985 -0.174 2.169
H -0.195 0.029 2.720
H 1.399 -2.061 0.780
H 0.485 -3.528 0.061
H 1.949 2.418 0.703
H 2.091 1.224 -0.935
*
```

## Properties
HOMO-LUMO gap (alpha / beta): 7.63 / 5.94 eV
E_LUMO (alpha / beta): -1.179 / -1.243 eV
Highest occupied orbital energy (alpha / beta): -0.324 / -0.264 Ha

***

Stability check: which of them is most stable? i.

***

## i
Formula: C6H16O2
Source: the Open Molecules 2025 dataset
Level of theory: the ωB97M-V functional and the def2-TZVPD basis

```
! RIJCOSX wB97M-V def2-TZVPD def2/J DEFGRID3
* xyz 0 1
C -1.252 1.309 -1.055
O -1.895 2.512 -0.506
C 0.246 1.306 -0.909
C 0.709 0.465 0.383
C 2.030 1.035 0.887
C 0.983 -0.958 -0.160
C 0.453 -2.136 0.718
H -1.510 1.315 -2.123
H -1.788 0.633 -0.385
H -1.265 3.223 -0.514
H 0.691 0.794 -1.753
H 0.577 2.352 -0.829
H -0.190 0.596 0.984
H 2.858 0.860 0.201
H 2.336 0.598 1.842
H 2.076 2.114 1.045
H 2.053 -1.193 -0.067
H 0.794 -1.139 -1.207
H -0.072 -1.787 1.606
H 1.285 -2.732 1.084
H -0.244 -2.802 0.207
H -2.401 -2.599 -0.127
H -3.389 -1.446 0.194
O -3.085 -2.320 0.486
*
```

## Properties
HOMO-LUMO gap: 11.01 eV
SMILES: CC[C@@H](C)CCO.O
E_LUMO: 0.832 eV
Highest occupied orbital energy: -0.374 Ha

***

## ii
Formula: C6H16O2
Source: the Open Molecules 2025 dataset
Level of theory: the ωB97M-V functional and the def2-TZVPD basis

```
! RIJCOSX wB97M-V def2-TZVPD def2/J DEFGRID3
* xyz 0 1
C 1.457 -2.287 -1.156
C 0.358 -1.358 -1.745
C -0.830 -0.978 -0.804
C -0.243 -0.039 0.229
C -0.041 -0.490 1.476
C 0.341 1.219 -0.323
H 2.534 -1.954 -1.213
H 1.521 -3.188 -1.663
H 1.342 -2.472 -0.097
H 0.951 -0.480 -1.986
H -0.137 -1.659 -2.688
H -1.569 -0.558 -1.438
H -1.291 -1.875 -0.417
H 0.435 0.034 2.260
H -0.037 -1.511 1.748
H 1.406 1.147 -0.300
H 0.000 1.503 -1.374
H 0.032 2.100 0.151
H -3.014 2.057 0.183
H -1.711 2.368 0.583
O -2.291 1.561 0.609
H -0.482 2.278 2.468
H 0.845 2.668 2.958
O 0.424 1.913 2.536
*
```

## Properties
HOMO-LUMO gap: 8.69 eV
SMILES: C=C(C)CCC.O.O
E_LUMO: 0.367 eV
Highest occupied orbital energy: -0.306 Ha

***

Stability check: which of them is most stable? i.

***

## i
Formula: C4H14N2O
Source: the Open Molecules 2025 dataset
Level of theory: the ωB97M-V functional and the def2-TZVPD basis

```
! RIJCOSX wB97M-V def2-TZVPD def2/J DEFGRID3
* xyz -1 2
C 2.968 1.652 1.152
N 1.741 1.023 0.671
C 1.813 -0.021 -0.355
C 0.481 -0.736 -0.453
N -0.450 0.040 -1.319
C -1.650 -0.755 -1.598
H 2.844 2.725 1.006
H 3.798 1.324 0.523
H 3.203 1.408 2.186
H 1.002 1.692 0.587
H 1.978 0.413 -1.352
H 2.652 -0.650 -0.064
H 0.614 -1.705 -0.941
H 0.100 -0.897 0.560
H -0.703 0.835 -0.754
H -2.385 -0.073 -2.042
H -1.458 -1.524 -2.349
H -2.123 -1.209 -0.724
H -5.369 -1.392 1.270
H -4.096 -1.304 2.045
O -4.958 -0.845 1.952
*
```

## Properties
HOMO-LUMO gap (alpha / beta): 2.14 / 8.98 eV
E_LUMO (alpha / beta): 3.276 / 3.216 eV
Highest occupied orbital energy (alpha / beta): 0.042 / -0.212 Ha

***

## ii
Formula: C4H14N2O
Source: the Open Molecules 2025 dataset
Level of theory: the ωB97M-V functional and the def2-TZVPD basis

```
! RIJCOSX wB97M-V def2-TZVPD def2/J DEFGRID3
* xyz -1 2
N -0.562 -1.437 1.982
C -1.150 -0.034 1.702
C -0.657 0.406 0.325
N 0.825 0.228 0.239
C 1.452 1.211 -0.702
C 2.957 1.085 -0.748
H -0.374 -1.513 2.932
H -1.223 -2.271 1.787
H -2.294 0.001 1.530
H -0.838 0.706 2.505
H -0.966 1.461 0.118
H -1.270 -0.032 -0.492
H 0.945 -0.736 -0.026
H 1.359 2.176 -0.322
H 1.106 1.163 -1.773
H 3.235 0.832 0.233
H 3.314 0.238 -1.355
H 3.414 1.955 -1.207
H -2.558 -1.831 -1.605
H -3.656 -2.131 -2.787
O -3.062 -1.476 -2.336
*
```

## Properties
HOMO-LUMO gap (alpha / beta): 2.50 / 9.25 eV
E_LUMO (alpha / beta): 3.576 / 3.483 eV
Highest occupied orbital energy (alpha / beta): 0.040 / -0.212 Ha

***

Stability check: which of them is most stable? i.